No. 1
Formula: C10H10O2
Source: the OMol25 dataset
Level of theory: the ωB97M-V functional and the def2-TZVPD basis

As for the orbital gap: 0.3375 Eh. As for the energy relative to the best compared isomer or geometry (same formula, charge and spin): 103.82 kcal/mol. Its charge is 0. The SMILES is C=CCc1ccc2c(c1)OCO2. As for the multiplicity: 1.

Geometry (Å):
1 O -2.67598 2.01047 0.28582
2 O -1.68747 2.08299 -1.73533
3 C -1.45527 0.14399 1.24349
4 C -1.18028 1.04716 -1.07401
5 C 2.78937 -1.17551 1.32251
6 C 0.21693 -0.76059 -0.24594
7 C -2.43292 2.81554 -0.82748
8 C 2.58033 -1.81552 0.19061
9 C -0.09544 0.09194 -1.28387
10 C -0.29603 -0.75010 1.01172
11 C 1.28131 -1.76455 -0.63909
12 C -1.68079 0.92042 0.14806
13 H 3.20625 -2.51730 -0.31963
14 H -1.85834 0.22336 2.28981
15 H 0.05562 -1.37441 1.87687
16 H 2.28876 -0.34255 1.64167
17 H 0.43564 0.25443 -2.10373
18 H -3.57814 3.00955 -1.07841
19 H 0.87676 -2.68099 -0.27599
20 H -1.83929 3.67089 -0.61062
21 H 1.36216 -1.78267 -1.70036
22 H 3.68680 -1.30654 1.88391

Atoms 1-3, force components in eV/Å:
O 1.7 -1.8 0.5
O 0.3 -0.4 -2.4
C 3.6 -2.2 0.4

These are the Löwdin partial charges, in e, on atoms 1 to 2: atom 1 (O): -0.0289, atom 2 (O): 0.0642

=====

No. 2
Formula: C23H26N4O3S
Source: the OMol25 dataset
Level of theory: the ωB97M-V functional and the def2-TZVPD basis

As for the orbital gap: 0.3032 Eh. As for the energy relative to the best compared isomer or geometry (same formula, charge and spin): 69.14 kcal/mol. Its charge is 0. The SMILES is CCc1ccc(OCc2nnc(SCC(=O)N3CCN(c4ccccc4)CC3)o2)cc1. As for the multiplicity: 1.

Geometry (Å):
1 S 4.55052 -1.88862 0.59210
2 O 5.84980 1.23503 -0.16096
3 O -0.71226 -3.54967 1.46353
4 O 2.31521 -3.29481 0.88961
5 N 3.63496 1.18093 -0.53436
6 N 1.41229 -3.22872 -1.10362
7 N 2.57982 -2.56197 -1.16533
8 N 1.30652 1.74975 1.00087
9 C -0.84943 4.62709 0.10266
10 C 3.09383 -2.60926 0.03057
11 C -2.59697 -1.58896 -1.03352
12 C 0.10540 -4.38815 0.68459
13 C 4.85751 0.61435 -0.49279
14 C -2.47061 -2.02405 1.68373
15 C 1.50178 0.44878 0.40254
16 C 0.28350 3.88818 0.38936
17 C -1.64049 -2.45519 -0.52912
18 C -3.41927 -1.16830 1.16287
19 C 2.57864 2.37197 1.29001
20 C 0.20132 2.51566 0.63953
21 C -2.09250 4.02417 0.05056
22 C -3.50635 -0.94620 -0.20670
23 C 2.36829 0.57195 -0.86687
24 C -1.06474 1.92078 0.59521
25 C -4.59079 -0.08464 -0.78814
26 C 1.26603 -3.65322 0.10526
27 C -5.74274 -0.95087 -1.30167
28 C 4.98510 -0.86092 -0.86346
29 C 3.45757 2.50415 0.03609
30 C -2.18808 2.66553 0.30209
31 C -1.58509 -2.68863 0.83813
32 H -4.19104 0.50840 -1.61370
33 H 2.49352 -0.39942 -1.34001
34 H 3.10199 1.72810 2.00714
35 H -2.97414 4.60340 -0.17726
36 H 1.23437 4.39749 0.40826
37 H -4.97314 0.59748 -0.02626
38 H 1.85053 1.23354 -1.57244
39 H 0.54686 -0.00480 0.14123
40 H -4.10539 -0.66898 1.83152
41 H -6.52932 -0.32811 -1.72151
42 H -1.18090 0.86980 0.81373
43 H 0.47610 -5.14898 1.37780
44 H 2.00914 -0.19227 1.13326
45 H 4.44060 2.90306 0.28781
46 H 4.36866 -1.18851 -1.69486
47 H -2.63167 -1.41618 -2.09937
48 H -6.16216 -1.54025 -0.48932
49 H 6.03808 -1.05651 -1.06342
50 H -0.75250 5.68598 -0.08963
51 H -5.39071 -1.63288 -2.07201
52 H -3.15004 2.17738 0.28115
53 H -0.94671 -2.92699 -1.20663
54 H -2.40283 -2.20420 2.74491
55 H 2.42157 3.34078 1.76152
56 H -0.45572 -4.86207 -0.12891
57 H 2.97607 3.14860 -0.70574

Atoms 1-3, force components in eV/Å:
S 0.4 0.1 0.2
O 0.4 -0.1 0.2
O -0.2 0.2 0.2

These are the Löwdin partial charges, in e, on atoms 1 to 2: atom 1 (S): 1.0496, atom 2 (O): 0.0489

=====

No. 3
Formula: C8H11N5
Source: the OMol25 dataset
Level of theory: the ωB97M-V functional and the def2-TZVPD basis

As for the orbital gap: 0.3228 Eh. As for the energy relative to the best compared isomer or geometry (same formula, charge and spin): 27.06 kcal/mol. Its charge is +2. The SMILES is [NH+]#CN/C(N)=N/c1ccccc1[NH3+]. As for the multiplicity: 1.

Geometry (Å):
1 N -0.25729 -2.90950 2.31612
2 N -2.93148 0.21027 0.36502
3 N -0.61487 -0.41921 0.72700
4 N -2.07577 -1.44142 1.90162
5 N 1.76847 1.42333 1.14295
6 C 0.65195 0.01016 -2.75761
7 C -0.97571 -2.06978 1.96773
8 C 1.24441 0.93232 -0.13585
9 C 0.12043 0.10739 -0.37349
10 C -0.17093 -0.34904 -1.71549
11 C -1.90795 -0.46066 0.86988
12 C 1.95969 1.37143 -1.28234
13 C 1.68840 0.88769 -2.54060
14 H -2.98749 -1.82024 2.27673
15 H 1.49822 0.85806 1.91898
16 H 2.71841 2.10211 -1.15121
17 H 2.77279 1.58130 0.90150
18 H 0.74437 -3.19451 2.36880
19 H 2.40434 1.29643 -3.23428
20 H 1.57308 2.33385 1.56984
21 H 0.50360 -0.44040 -3.67783
22 H -2.85797 0.98570 -0.34839
23 H -3.84172 -0.06200 0.72371
24 H -1.02698 -0.93328 -1.83280

Atoms 1-3, force components in eV/Å:
N 2.2 -0.7 -0.1
N -0.2 0.3 -0.5
N 0.1 0.3 -0.7

These are the Löwdin partial charges, in e, on atoms 1 to 2: atom 1 (N): 0.3539, atom 2 (N): 0.2430

=====

No. 4
Formula: C2H9N2O
Source: the OMol25 dataset
Level of theory: the ωB97M-V functional and the def2-TZVPD basis

As for the orbital gap: 0.2678 Eh. As for the energy relative to the best compared isomer or geometry (same formula, charge and spin): 9.16 kcal/mol. Its charge is -1. As for the multiplicity: 1.

Geometry (Å):
1 O 0.58926 -1.21742 0.38797
2 N 1.01576 1.65640 -0.53072
3 N -1.16258 0.55208 -0.91077
4 C -0.46992 1.78032 -0.60510
5 C 0.30724 -2.35224 1.08457
6 H -0.68835 -0.28602 -0.49405
7 H -0.66838 2.52881 -1.36477
8 H 1.21508 -2.83570 1.46758
9 H 1.19051 0.71821 -0.16123
10 H -1.19749 0.41969 -1.90964
11 H -0.22850 -3.11459 0.47407
12 H -0.36368 -2.20919 1.96808
13 H -0.86524 2.11779 0.35304
14 H 1.32629 2.24185 0.24097

Atoms 1-3, force components in eV/Å:
O -0.2 0.2 -0.1
N -0.2 -0.2 0.3
N -0.2 -0.2 -0.4

These are the Löwdin partial charges, in e, on atoms 1 to 2: atom 1 (O): -0.4287, atom 2 (N): -0.0322

=====

Number 1: LUMO level 0.9172 eV, maximum force 0.132 Eh/bohr. Number 2: LUMO level 0.6021 eV, maximum force 0.029 Eh/bohr. Number 3: LUMO level -7.1723 eV, maximum force 0.103 Eh/bohr. Number 4: LUMO level 4.5394 eV, maximum force 0.016 Eh/bohr.